(1)
114
Properties=species:S:1:pos:R:3 method="wB97M-V/def2-TZVPD" fmax_ev_per_a=2.71 charge=-2 energy_ha=-3738.48781 homo_lumo_gap_ev="4.813 / 4.863" spin_multiplicity=2 lumo_ev="4.2 / 4.2"
Ti -0.937 -0.514 1.446
N -1.188 -1.818 -0.280
C -2.556 -2.164 -0.625
C -3.440 -1.980 0.629
O -4.544 -2.537 0.694
N -2.844 -1.236 1.537
C -3.481 -1.126 2.824
C -2.381 -0.748 3.842
O -2.561 -0.919 5.042
O -1.339 -0.250 3.307
H -0.634 -1.242 -0.951
H -0.656 -2.659 -0.078
H -2.665 -3.206 -0.967
H -2.942 -1.512 -1.409
H -3.957 -2.076 3.111
H -4.264 -0.350 2.822
C 6.110 2.209 -1.980
C 4.960 2.050 -1.023
C 4.438 3.127 -0.316
C 3.410 2.941 0.596
C 2.902 1.675 0.817
C 3.409 0.598 0.117
C 4.421 0.787 -0.806
S 1.616 1.446 2.080
O 2.302 1.723 3.332
O 0.586 2.406 1.771
N 1.035 -0.044 1.937
C 1.683 -1.058 2.615
C 2.991 -0.990 3.115
C 3.517 -2.025 3.873
C 2.781 -3.165 4.133
C 1.496 -3.312 3.591
C 0.695 -4.457 3.807
C -0.546 -4.530 3.187
C -0.968 -3.496 2.381
N -0.257 -2.364 2.179
C 0.955 -2.264 2.797
H 6.357 3.257 -2.137
H 5.866 1.757 -2.941
H 6.989 1.696 -1.585
H 4.839 4.121 -0.480
H 2.988 3.767 1.150
H 2.994 -0.378 0.288
H 4.795 -0.053 -1.373
H 3.580 -0.103 2.946
H 4.520 -1.931 4.275
H 3.185 -3.962 4.747
H 1.044 -5.251 4.453
H -1.180 -5.396 3.328
H -1.924 -3.559 1.876
C -4.392 0.263 -2.654
C -3.316 1.087 -1.934
C -2.919 2.286 -2.803
C -3.755 1.573 -0.570
C -5.043 2.068 -0.443
C -5.484 2.628 0.737
C -4.593 2.747 1.786
C -3.304 2.246 1.710
C -2.350 2.548 2.841
C -2.983 2.425 4.229
C -1.772 3.955 2.661
C -2.871 1.579 0.539
N -1.609 0.983 0.457
C -0.717 1.628 -0.382
C 0.352 1.117 -1.036
N 0.732 -0.200 -1.106
C 1.544 -0.589 -2.110
C 1.595 0.033 -3.402
C 2.607 -0.294 -4.281
C 3.541 -1.278 -3.999
C 3.351 -2.048 -2.859
C 2.373 -1.745 -1.937
C 2.107 -2.670 -0.766
C 3.359 -3.156 -0.034
C 1.297 -3.879 -1.263
C 0.426 0.855 -3.912
C 0.820 2.223 -4.473
C -0.334 0.050 -4.972
H -3.942 -0.301 -3.470
H -5.160 0.904 -3.088
H -4.873 -0.432 -1.970
H -2.427 0.465 -1.801
H -3.747 2.989 -2.901
H -2.627 1.951 -3.798
H -2.078 2.805 -2.353
H -5.717 2.015 -1.286
H -6.500 2.988 0.830
H -4.903 3.253 2.687
H -1.508 1.852 2.774
H -3.612 3.282 4.477
H -2.191 2.363 4.970
H -3.586 1.525 4.309
H -2.564 4.701 2.602
H -1.171 3.984 1.759
H -1.120 4.188 3.499
H -0.841 2.712 -0.445
H 1.009 1.848 -1.521
H 2.654 0.206 -5.243
H 4.349 -1.490 -4.691
H 3.989 -2.909 -2.700
H 1.499 -2.113 -0.042
H 3.956 -3.826 -0.652
H 3.069 -3.686 0.871
H 3.988 -2.322 0.266
H 1.915 -4.511 -1.901
H 0.446 -3.553 -1.860
H 0.936 -4.481 -0.429
H -0.269 1.022 -3.086
H 1.487 2.128 -5.330
H 1.322 2.816 -3.711
H -0.071 2.764 -4.795
H 0.288 -0.128 -5.848
H -1.232 0.584 -5.285
H -0.632 -0.912 -4.560


(2)
117
Properties=species:S:1:pos:R:3 method="wB97M-V/def2-TZVPD" fmax_ev_per_a=1.49 charge=-2 e_above_lowest_kj_mol=0.0 energy_ha=-5890.73952 homo_lumo_gap_ev=5.778 spin_multiplicity=1 lumo_ev=3.9
K 0.332 0.189 0.132
C -0.353 3.805 4.554
C -1.426 3.312 3.650
C -2.395 4.015 2.966
C -3.134 3.027 2.284
N -2.627 1.826 2.563
N -1.607 2.001 3.381
B -0.813 0.848 4.007
N -1.439 -0.503 3.644
N -1.393 -0.986 2.408
C -1.976 -2.180 2.414
C -2.413 -2.478 3.718
C -2.049 -1.382 4.471
C -2.277 -1.175 5.931
C -2.112 -2.993 1.213
C -3.173 -3.887 1.068
C -3.295 -4.658 -0.074
C -2.368 -4.545 -1.097
C -1.313 -3.655 -0.966
C -1.183 -2.893 0.178
N 0.631 0.901 3.493
N 1.003 1.597 2.422
C 2.307 1.387 2.250
C 2.787 0.541 3.261
C 1.680 0.248 4.029
C 1.593 -0.631 5.226
C 3.045 1.951 1.131
C 2.737 3.210 0.624
C 3.434 3.718 -0.456
C 4.432 2.970 -1.056
C 4.727 1.709 -0.569
C 4.052 1.206 0.523
C -4.278 3.175 1.411
C -4.882 2.042 0.858
C -5.954 2.166 -0.003
C -6.445 3.420 -0.334
C -5.865 4.547 0.224
C -4.795 4.429 1.089
H -0.348 4.893 4.582
H 0.616 3.454 4.205
H -0.505 3.421 5.564
H -2.542 5.078 2.966
H -0.823 0.991 5.199
H -2.893 -3.370 4.075
H -2.791 -2.046 6.338
H -2.889 -0.290 6.111
H -1.334 -1.047 6.461
H -3.913 -3.976 1.852
H -4.129 -5.343 -0.173
H -2.466 -5.147 -1.991
H -0.593 -3.547 -1.764
H -0.334 -2.237 0.302
H 3.786 0.182 3.418
H 2.596 -0.943 5.511
H 1.006 -1.516 4.985
H 1.121 -0.114 6.063
H 1.943 3.779 1.090
H 3.181 4.696 -0.843
H 4.964 3.360 -1.911
H 5.473 1.104 -1.063
H 4.271 0.218 0.894
H -4.472 1.074 1.105
H -6.400 1.279 -0.434
H -7.266 3.518 -1.034
H -6.246 5.528 -0.029
H -4.342 5.318 1.502
C 6.387 -3.271 0.517
C 5.209 -4.205 0.217
N 4.020 -3.908 0.964
C 3.204 -2.828 0.671
S 2.092 -2.450 1.886
N 3.351 -2.355 -0.536
N 2.800 -1.200 -0.926
C 2.781 -0.981 -2.200
C 3.167 -2.026 -3.220
C 2.464 0.346 -2.682
C 3.002 0.779 -3.908
C 2.729 2.045 -4.364
C 1.925 2.873 -3.593
C 1.454 2.371 -2.391
N 1.705 1.158 -1.939
H 7.251 -3.546 -0.087
H 6.661 -3.317 1.569
H 6.102 -2.252 0.275
H 5.503 -5.240 0.429
H 4.947 -4.111 -0.838
H 3.994 -4.174 1.937
H 3.074 -3.005 -2.756
H 4.204 -1.901 -3.539
H 2.507 -1.962 -4.081
H 3.634 0.120 -4.482
H 3.134 2.386 -5.310
H 1.675 3.875 -3.915
H 0.838 2.990 -1.749
I -0.561 -0.748 -4.664
C -2.899 3.464 -5.036
C -1.688 2.629 -4.638
As -1.778 1.626 -2.898
C -2.669 3.062 -1.832
C -1.772 4.158 -1.286
C -3.497 0.685 -3.234
C -3.720 -0.435 -2.230
H -2.823 3.795 -6.078
H -2.994 4.357 -4.417
H -3.819 2.884 -4.944
H -0.800 3.274 -4.593
H -1.499 1.889 -5.422
H -3.132 2.549 -0.986
H -3.490 3.517 -2.394
H -1.071 3.744 -0.559
H -2.366 4.924 -0.779
H -1.209 4.646 -2.087
H -3.488 0.258 -4.244
H -4.321 1.406 -3.168
H -2.916 -1.170 -2.314
H -4.671 -0.943 -2.418
H -3.731 -0.041 -1.212


(3)
125
Properties=species:S:1:pos:R:3 method="wB97M-V/def2-TZVPD" fmax_ev_per_a=4.09 charge=0 e_above_lowest_kj_mol=114.9 energy_ha=-8010.10877 homo_lumo_gap_ev="5.794 / 6.162" spin_multiplicity=2 lumo_ev="-0.8 / -0.4"
V -0.211 0.140 -0.364
C 1.180 -4.555 1.582
C -0.176 -3.970 1.707
C -1.119 -4.415 2.595
C -2.355 -3.736 2.692
N -2.589 -2.662 1.987
N -1.701 -2.237 1.113
B -2.101 -1.022 0.285
N -2.900 -0.061 1.156
N -4.212 -0.016 1.009
C -4.937 0.735 1.792
C -4.339 1.513 2.816
C -2.982 1.451 3.005
C -2.264 2.195 4.072
C -2.234 0.634 2.113
S -0.564 0.463 2.134
C -6.432 0.611 1.564
C -6.735 0.667 0.061
C -6.830 -0.772 2.109
C -7.256 1.677 2.285
N -2.939 -1.408 -0.902
N -3.449 -2.624 -1.017
C -4.397 -2.854 -1.883
C -4.962 -1.802 -2.644
C -4.415 -0.549 -2.574
C -4.936 0.628 -3.324
C -3.300 -0.382 -1.718
S -2.362 1.009 -1.651
C -4.969 -4.255 -1.939
C -6.269 -4.237 -1.119
C -3.999 -5.247 -1.299
C -5.261 -4.673 -3.386
C -0.525 -2.857 0.889
S 0.415 -2.277 -0.369
C -3.502 -4.152 3.591
C -4.741 -4.333 2.703
C -3.232 -5.440 4.366
C -3.743 -3.008 4.583
H 1.268 -5.492 2.122
H 1.894 -3.838 1.993
H 1.428 -4.698 0.534
H -0.909 -5.264 3.225
H -4.939 2.143 3.451
H -2.938 2.843 4.621
H -1.460 2.790 3.644
H -1.807 1.490 4.762
H -6.174 -0.098 -0.467
H -6.469 1.636 -0.353
H -7.796 0.505 -0.109
H -6.379 -1.553 1.503
H -7.911 -0.890 2.092
H -6.486 -0.892 3.134
H -6.994 2.681 1.961
H -7.139 1.608 3.363
H -8.307 1.516 2.058
H -5.823 -1.981 -3.267
H -5.799 0.368 -3.931
H -4.153 1.042 -3.960
H -5.216 1.410 -2.619
H -6.050 -3.949 -0.093
H -6.717 -5.229 -1.106
H -6.993 -3.540 -1.535
H -3.702 -4.885 -0.321
H -3.107 -5.356 -1.907
H -4.475 -6.218 -1.197
H -6.057 -4.077 -3.829
H -5.578 -5.714 -3.408
H -4.367 -4.570 -3.998
H -4.594 -5.154 2.004
H -4.919 -3.423 2.135
H -5.615 -4.548 3.313
H -3.033 -6.274 3.699
H -4.108 -5.686 4.961
H -2.392 -5.319 5.045
H -3.926 -2.081 4.044
H -2.869 -2.876 5.218
H -4.602 -3.230 5.213
O 2.909 2.714 0.801
C 3.915 2.313 -0.019
C 5.177 2.901 -0.020
C 6.127 2.512 -0.951
C 5.817 1.562 -1.911
C 4.577 0.952 -1.894
C 3.641 1.287 -0.927
C 2.301 0.656 -0.947
O 1.717 0.264 0.100
N 1.798 0.544 -2.150
N 0.555 0.005 -2.176
C 0.364 -0.636 -3.276
S -1.116 -1.370 -3.824
C -0.266 -2.428 -5.058
C 0.868 -1.638 -5.666
S 1.769 -0.772 -4.326
H 3.152 3.528 1.260
H 5.399 3.686 0.692
H 7.101 2.981 -0.942
H 6.530 1.321 -2.685
H 4.305 0.215 -2.631
H -1.000 -2.714 -5.808
H 0.085 -3.312 -4.529
H 0.501 -0.888 -6.366
H 1.584 -2.288 -6.164
N -0.175 1.965 -0.288
C 0.053 3.059 0.039
C 0.248 4.319 0.516
C 0.310 5.413 -0.346
N 0.380 6.300 -1.076
C 0.376 4.432 1.895
N 0.467 4.478 3.045
C 4.875 -0.544 2.031
N 4.171 0.458 2.770
C 4.612 1.724 3.032
C 3.630 2.360 3.709
N 2.599 1.476 3.868
C 1.388 1.766 4.576
C 2.930 0.313 3.279
Se 1.991 -1.238 3.276
H 5.939 -0.324 2.062
H 4.531 -0.568 0.994
H 4.682 -1.518 2.482
H 5.582 2.058 2.724
H 3.572 3.358 4.089
H 1.620 1.989 5.619
H 0.732 0.900 4.512
H 0.897 2.628 4.120